## one
Below is C5H4 in the gas phase, with properties calculated with ωB97M-V/def2-TZVPD.

```
9
Properties=species:S:1:pos:R:3:mulliken_charge:R:1
C -1.023 1.632 1.273 -0.20
C -0.546 1.017 0.349 -0.34
H -1.398 -0.406 -0.051 0.21
C -0.437 -0.132 -0.540 -0.62
H -1.245 2.456 1.895 0.38
H -0.693 0.007 -1.595 0.33
C 1.742 -1.681 -0.272 0.23
H 2.583 -2.334 -0.130 0.39
C 0.764 -0.981 -0.387 -0.38
```

Summary:
Highest occupied orbital energy: -9.698 eV
Gap between HOMO and LUMO: 10.58 eV
M: 64.1 Da



## two
Below is C5H4 as an isolated structure, with properties calculated with ωB97M-V/def2-TZVPD.

```
9
Properties=species:S:1:pos:R:3:mulliken_charge:R:1
H -1.129 -0.266 -1.315 0.26
H -0.215 2.042 0.567 0.32
C 1.385 0.671 0.205 -0.25
C -0.780 -0.081 -0.269 -0.35
C 1.675 -0.494 -0.475 -0.26
H -1.627 -0.219 0.450 0.23
H 0.193 -1.695 0.754 0.26
C 0.433 -0.980 -0.060 0.01
C 0.065 1.023 0.141 -0.23
```

Summary:
Highest occupied orbital energy (alpha / beta): -7.947 / -7.733 eV
Gap between HOMO and LUMO (alpha / beta): 7.07 / 6.88 eV
M: 64.1 Da



## three
Below is a 2-piece molecular cluster, C5H4 overall, with properties calculated with ωB97M-V/def2-TZVPD.

```
9
Properties=species:S:1:pos:R:3:mulliken_charge:R:1
C 0.533 0.484 1.104 0.23
C 1.115 -0.442 0.081 -0.70
H 0.434 -2.110 0.865 0.09
C 0.549 1.460 1.878 -0.34
H -1.228 -0.016 -1.983 0.24
H -2.089 0.853 -0.517 0.23
H 2.057 -0.750 -0.348 0.36
C -1.206 0.335 -0.929 -0.56
C -0.164 0.187 -0.152 0.45
```

Summary:
Highest occupied orbital energy (alpha / beta): -9.560 / -9.539 eV
Gap between HOMO and LUMO (alpha / beta): 8.36 / 8.35 eV
M: 64.1 Da



## four
Below is C5H4 in the gas phase, with properties calculated with ωB97M-V/def2-TZVPD.

```
9
Properties=species:S:1:pos:R:3:mulliken_charge:R:1
C 0.781 -0.347 0.036 0.36
C -0.503 -0.458 0.013 0.17
H 2.668 0.044 -0.823 0.35
C -2.035 -0.316 0.032 -0.43
H -2.812 -1.051 0.075 0.38
C -1.265 0.761 0.024 -0.20
C 2.094 -0.173 -0.051 -1.16
H 2.595 -0.298 0.907 0.20
H -1.524 1.838 -0.213 0.32
```

Summary:
Highest occupied orbital energy: -8.064 eV
Gap between HOMO and LUMO: 9.10 eV
M: 64.1 Da



What is the stability order? It is one, four, two, three, from most stable to least stable.